No. 1
C45H116N4O21S7 | wB97M-V/def2-TZVPD

Computed properties:
**HOMO level**: -8.0465 eV
**SMILES**: CCOS(C)(=O)=O.CCOS(C)(=O)=O.CCOS(C)(=O)=O.CCOS(C)(=O)=O.CCOS(C)(=O)=O.CCOS(C)(=O)=O.CCOS(C)(=O)=O.CCN(CC)CC.CCN(CC)CC.CCN(CC)CC.CCN(CC)CC
**2S+1**: 1
**Kohn-Sham gap**: 8.10 eV
**Molecular weight**: 1273.899 g/mol
**Energy above the lowest of the compared OMol25 structures with the same formula, charge and spin**: 713.2 kJ/mol
**LUMO**: 0.06 eV

Each line ends with the Mulliken charge.
CARTESIAN COORDINATES (ANGSTROEM)
1 C -6.710 15.448 -1.651  -1.259
2 C -6.327 14.157 -0.961  0.012
3 O -5.666 13.363 -1.986  -0.285
4 S -5.298 11.785 -1.521  1.087
5 C -3.710 12.143 -0.616  -0.878
6 O -6.284 11.255 -0.557  -0.591
7 O -4.936 11.055 -2.736  -0.578
8 H -5.824 16.072 -1.536  0.297
9 H -7.569 15.925 -1.179  0.362
10 H -6.971 15.355 -2.706  0.327
11 H -5.722 14.410 -0.090  0.249
12 H -7.315 13.805 -0.662  0.265
13 H -4.002 12.794 0.208  0.304
14 H -3.166 12.672 -1.399  0.307
15 H -3.206 11.188 -0.464  0.381
16 C -11.790 5.388 -6.426  -1.225
17 C -10.321 5.601 -5.970  -0.135
18 O -9.790 4.372 -5.578  -0.292
19 S -8.132 4.145 -5.564  1.091
20 C -7.732 4.861 -3.906  -0.853
21 O -7.791 2.673 -5.553  -0.583
22 O -7.593 5.013 -6.640  -0.588
23 H -12.409 5.261 -5.538  0.308
24 H -11.950 4.457 -6.969  0.337
25 H -12.169 6.280 -6.926  0.352
26 H -9.745 5.953 -6.827  0.345
27 H -10.316 6.304 -5.137  0.277
28 H -6.662 4.900 -3.701  0.351
29 H -8.228 4.303 -3.112  0.316
30 H -8.111 5.879 -3.989  0.299
31 C -10.780 5.767 3.802  -1.232
32 C -10.781 5.175 5.192  -0.209
33 O -11.793 5.897 5.853  -0.221
34 S -11.596 5.971 7.467  1.159
35 C -12.992 7.013 7.980  -0.874
36 O -11.720 4.609 8.024  -0.622
37 O -10.377 6.764 7.723  -0.621
38 H -10.913 6.849 3.818  0.316
39 H -11.621 5.353 3.247  0.305
40 H -9.934 5.517 3.162  0.373
41 H -10.803 4.090 5.092  0.272
42 H -9.856 5.414 5.717  0.371
43 H -13.885 6.518 7.598  0.320
44 H -12.746 7.969 7.518  0.301
45 H -12.987 7.000 9.070  0.361
46 C -11.827 21.123 -3.896  -1.267
47 C -11.901 21.327 -2.373  -0.131
48 O -12.597 22.569 -2.155  -0.260
49 S -12.948 22.893 -0.626  1.117
50 C -14.569 22.029 -0.503  -0.838
51 O -11.977 22.218 0.220  -0.602
52 O -13.226 24.328 -0.444  -0.597
53 H -11.304 21.953 -4.371  0.329
54 H -12.827 21.208 -4.320  0.324
55 H -11.232 20.244 -4.145  0.373
56 H -12.427 20.476 -1.939  0.323
57 H -10.884 21.325 -1.982  0.293
58 H -14.341 21.008 -0.809  0.284
59 H -15.221 22.528 -1.221  0.307
60 H -15.002 22.115 0.493  0.345
61 C -3.060 7.101 -11.191  -0.946
62 C -4.031 8.049 -11.887  -0.454
63 O -5.411 8.063 -11.502  -0.358
64 S -6.106 9.519 -11.005  1.122
65 C -5.077 9.728 -9.488  -0.824
66 O -5.712 10.517 -12.005  -0.582
67 O -7.523 9.219 -10.769  -0.571
68 H -3.470 6.096 -11.288  0.291
69 H -2.942 7.399 -10.149  0.258
70 H -2.122 7.245 -11.726  0.330
71 H -3.592 9.043 -11.804  0.380
72 H -4.098 7.902 -12.965  0.391
73 H -5.373 10.645 -8.979  0.352
74 H -4.039 9.872 -9.788  0.290
75 H -5.187 8.907 -8.779  0.320
76 C -14.383 11.072 3.751  -1.188
77 C -13.887 12.363 4.454  -0.243
78 O -13.911 13.405 3.442  -0.297
79 S -12.939 14.774 3.598  1.107
80 C -13.944 15.675 4.837  -0.875
81 O -11.665 14.345 4.106  -0.580
82 O -13.056 15.528 2.326  -0.586
83 H -13.638 10.691 3.053  0.294
84 H -15.366 11.218 3.305  0.324
85 H -14.600 10.330 4.520  0.374
86 H -14.419 12.648 5.363  0.311
87 H -12.886 12.240 4.867  0.379
88 H -14.991 15.795 4.559  0.305
89 H -13.438 16.629 4.985  0.365
90 H -13.847 15.027 5.709  0.311
91 C -13.615 7.811 -13.840  -1.189
92 C -12.473 6.981 -14.484  -0.217
93 O -12.455 7.188 -15.886  -0.286
94 S -11.339 6.369 -16.797  1.119
95 C -9.799 7.322 -16.345  -0.891
96 O -11.373 4.943 -16.372  -0.599
97 O -11.646 6.696 -18.209  -0.587
98 H -14.561 7.373 -14.157  0.308
99 H -13.623 8.867 -14.113  0.294
100 H -13.523 7.705 -12.759  0.376
101 H -11.554 7.405 -14.080  0.242
102 H -12.302 5.941 -14.203  0.431
103 H -9.640 7.048 -15.303  0.322
104 H -9.831 8.404 -16.481  0.314
105 H -8.943 6.984 -16.929  0.364
106 C -20.169 19.639 -14.241  -1.351
107 C -20.548 18.150 -14.123  -0.413
108 N -20.335 17.668 -12.760  -0.041
109 C -21.183 16.449 -12.735  -0.271
110 C -21.262 15.856 -11.359  -1.444
111 C -18.920 17.518 -12.354  -0.666
112 C -18.026 16.522 -13.074  -0.995
113 H -20.390 19.964 -15.257  0.418
114 H -19.106 19.881 -14.216  0.305
115 H -20.649 20.176 -13.424  0.332
116 H -21.598 18.012 -14.378  0.445
117 H -19.964 17.518 -14.793  0.275
118 H -22.207 16.730 -12.981  0.370
119 H -20.770 15.709 -13.421  0.334
120 H -21.872 14.953 -11.326  0.411
121 H -20.299 15.478 -11.014  0.314
122 H -21.631 16.591 -10.644  0.336
123 H -19.005 17.376 -11.277  0.397
124 H -18.352 18.443 -12.451  0.355
125 H -18.240 15.495 -12.778  0.262
126 H -16.971 16.762 -12.938  0.364
127 H -18.195 16.441 -14.148  0.263
128 C -11.235 14.533 -14.710  -1.248
129 C -10.679 15.777 -15.445  -0.410
130 N -11.015 17.045 -14.756  -0.002
131 C -10.366 17.062 -13.392  -0.251
132 C -10.739 18.235 -12.552  -1.366
133 C -10.654 18.176 -15.644  -0.385
134 C -11.707 18.513 -16.720  -1.238
135 H -10.954 13.579 -15.157  0.389
136 H -12.320 14.590 -14.618  0.313
137 H -10.936 14.447 -13.665  0.307
138 H -9.599 15.687 -15.560  0.366
139 H -11.108 15.749 -16.447  0.299
140 H -10.508 16.159 -12.798  0.272
141 H -9.294 17.143 -13.573  0.289
142 H -10.436 19.194 -12.973  0.312
143 H -11.825 18.321 -12.533  0.335
144 H -10.332 18.132 -11.546  0.394
145 H -9.711 17.952 -16.143  0.295
146 H -10.478 19.093 -15.082  0.343
147 H -11.397 19.442 -17.198  0.393
148 H -12.652 18.738 -16.226  0.294
149 H -11.854 17.678 -17.405  0.300
150 C -23.219 7.213 -4.671  -1.569
151 C -23.337 8.719 -4.648  -0.215
152 N -22.458 9.299 -3.611  -0.045
153 C -21.056 8.924 -3.703  -0.291
154 C -20.149 9.399 -2.555  -1.390
155 C -22.542 10.798 -3.570  -0.613
156 C -21.971 11.514 -4.864  -1.049
157 H -22.365 6.877 -5.258  0.401
158 H -24.011 6.803 -5.297  0.440
159 H -23.308 6.803 -3.665  0.353
160 H -23.311 9.016 -5.696  0.267
161 H -24.355 8.866 -4.285  0.321
162 H -21.046 7.838 -3.796  0.439
163 H -20.635 9.377 -4.600  0.243
164 H -19.145 8.975 -2.533  0.404
165 H -20.015 10.476 -2.454  0.270
166 H -20.556 9.055 -1.604  0.353
167 H -21.984 11.251 -2.750  0.305
168 H -23.592 11.042 -3.413  0.381
169 H -22.005 12.602 -4.811  0.401
170 H -22.407 11.212 -5.816  0.308
171 H -20.948 11.319 -5.185  0.287
172 C -13.873 13.421 -7.555  -1.180
173 C -12.932 13.217 -6.379  -0.545
174 N -13.507 12.944 -5.061  0.082
175 C -14.662 13.836 -4.706  -0.830
176 C -14.143 15.219 -4.552  -1.052
177 C -12.524 12.728 -3.986  -0.401
178 C -13.125 11.924 -2.827  -1.245
179 H -13.456 13.810 -8.484  0.364
180 H -14.578 14.153 -7.159  0.242
181 H -14.425 12.502 -7.751  0.312
182 H -12.287 12.410 -6.725  0.425
183 H -12.211 14.033 -6.325  0.424
184 H -15.097 13.634 -3.727  0.244
185 H -15.539 13.716 -5.342  0.417
186 H -13.651 15.451 -3.607  0.366
187 H -15.078 15.750 -4.367  0.419
188 H -13.680 15.664 -5.432  0.286
189 H -11.659 12.162 -4.331  0.420
190 H -12.191 13.716 -3.668  0.293
191 H -13.423 10.919 -3.123  0.298
192 H -12.466 11.894 -1.959  0.391
193 H -14.027 12.419 -2.467  0.272

No. 2
C45H24F6I4N5NiP | wB97M-V/def2-TZVPD

Computed properties:
**HOMO level (alpha / beta)**: -4.8546 / -4.6468 eV
**2S+1**: 2
**Kohn-Sham gap (alpha / beta)**: 5.18 / 5.00 eV
**Molecular weight**: 1345.993 g/mol
**Energy above the lowest of the compared OMol25 structures with the same formula, charge and spin**: 193.5 kJ/mol
**Charge**: -1
**LUMO (alpha / beta)**: 0.32 / 0.36 eV

Each line ends with the Löwdin spin population.
CARTESIAN COORDINATES (ANGSTROEM)
1 Ni 0.391 0.201 -0.234  0.836
2 I -1.967 -2.051 8.563  0.004
3 C -0.966 -1.379 6.834  0.026
4 C -1.074 -0.053 6.446  -0.003
5 C -0.481 0.368 5.274  0.022
6 C 0.250 -0.511 4.446  0.002
7 C 0.346 -1.849 4.891  0.022
8 C -0.253 -2.279 6.058  -0.003
9 C 0.728 -0.104 3.145  0.091
10 C 1.416 -1.030 2.285  -0.026
11 C 2.422 -1.987 2.649  -0.002
12 C 2.588 -2.810 1.575  -0.023
13 C 1.648 -2.381 0.580  -0.005
14 C 1.102 -3.155 -0.434  -0.003
15 C 1.768 -4.418 -0.843  0.000
16 C 2.469 -4.404 -2.049  0.000
17 C 3.111 -5.544 -2.506  0.000
18 C 3.038 -6.704 -1.752  0.000
19 I 3.995 -8.448 -2.449  0.000
20 C 2.348 -6.740 -0.553  0.000
21 C 1.718 -5.589 -0.099  0.000
22 C -0.073 -2.793 -1.117  -0.001
23 N -0.605 -1.544 -1.087  0.104
24 C -1.648 -1.515 -1.954  0.025
25 C -2.275 -0.342 -2.386  -0.058
26 C -3.545 -0.497 -3.149  -0.007
27 C -4.739 -0.526 -2.429  -0.002
28 C -5.953 -0.710 -3.070  0.000
29 C -5.966 -0.869 -4.446  0.000
30 I -7.810 -1.144 -5.436  0.000
31 C -4.796 -0.845 -5.183  0.000
32 C -3.586 -0.660 -4.528  -0.002
33 C -1.820 0.956 -2.114  0.017
34 C -2.318 2.152 -2.724  -0.004
35 C -1.632 3.199 -2.181  0.018
36 C -0.764 2.650 -1.190  -0.007
37 N -0.860 1.299 -1.205  -0.024
38 C -0.186 3.358 -0.119  -0.010
39 C 0.081 2.746 1.099  -0.003
40 C 0.439 3.404 2.321  -0.022
41 C 0.599 2.439 3.262  0.004
42 C 0.412 1.181 2.596  -0.024
43 N 0.061 1.380 1.318  0.005
44 C 0.126 4.795 -0.292  -0.001
45 C -0.532 5.799 0.412  0.000
46 C -0.159 7.128 0.274  0.000
47 C 0.895 7.445 -0.565  0.000
48 I 1.487 9.458 -0.755  0.000
49 C 1.561 6.465 -1.281  0.000
50 C 1.164 5.143 -1.153  -0.001
51 C -1.868 -2.839 -2.469  -0.001
52 C -0.867 -3.620 -1.975  0.021
53 N 1.043 -1.224 1.008  0.030
54 H -1.637 0.647 7.049  -0.001
55 H -0.614 1.396 4.969  0.001
56 H 0.853 -2.578 4.279  0.001
57 H -0.184 -3.318 6.353  -0.001
58 H 2.960 -2.000 3.583  0.000
59 H 3.247 -3.658 1.477  -0.001
60 H 2.505 -3.483 -2.621  0.000
61 H 3.662 -5.520 -3.436  0.000
62 H 2.302 -7.654 0.023  0.000
63 H 1.171 -5.613 0.836  0.000
64 H -4.708 -0.408 -1.353  0.000
65 H -6.872 -0.735 -2.502  0.000
66 H -4.822 -0.975 -6.256  0.000
67 H -2.662 -0.644 -5.093  0.000
68 H -3.087 2.177 -3.479  -0.001
69 H -1.746 4.250 -2.395  0.001
70 H 0.580 4.465 2.431  -0.001
71 H 0.913 2.568 4.285  0.000
72 H -1.356 5.542 1.067  0.000
73 H -0.683 7.899 0.822  0.000
74 H 2.391 6.713 -1.927  0.000
75 H 1.696 4.368 -1.692  0.000
76 H -2.645 -3.118 -3.163  0.000
77 H -0.698 -4.671 -2.154  0.002
78 N 1.615 -0.504 -2.847  -0.005
79 C 1.097 -0.299 -1.835  -0.003
80 F 2.339 1.334 -0.164  0.014
81 P 3.788 2.031 0.331  0.001
82 F 5.165 2.696 0.807  0.000
83 F 3.556 1.350 1.777  -0.001
84 F 2.956 3.331 0.825  0.000
85 F 3.913 2.695 -1.133  0.001
86 F 4.547 0.713 -0.178  0.001